(1)
{
  "formula": "C4H10N2S2",
  "method": "ωB97M-V with the def2-TZVPD basis set",
  "smiles": "CCNNC(=S)SC",
  "relative_energy_kj_mol": 166.32,
  "orbital_gap_ev": 8.856,
  "total_energy_ev": -28959.279,
  "homo_ev": -8.16,
  "charge": 0,
  "symbols": ["C", "C", "N", "N", "C", "S", "S", "C", "H", "H", "H", "H", "H", "H", "H", "H", "H", "H"],
  "positions_angstrom": [[2.453912, -0.355193, -0.588718], [1.150687, -1.040783, -0.396849], [0.206649, -0.293592, 0.533504], [-1.025609, -0.956949, 0.564254], [-2.109149, -0.593684, -0.118233], [-3.447667, -1.522277, -0.225748], [-2.267554, 1.125594, -0.686036], [-1.343819, 2.183511, 0.377950], [3.085518, -0.236628, 0.311798], [2.235944, 0.602844, -1.006041], [3.123151, -0.763238, -1.392882], [0.609834, -1.107418, -1.312090], [1.339305, -2.154140, -0.115143], [0.549089, -0.261038, 1.475638], [-0.906212, -1.968055, 0.674000], [-0.270850, 2.368265, 0.199159], [-1.921643, 3.153169, 0.264712], [-1.461583, 1.819620, 1.440728]],
  "forces_ev_per_a": [[1.57, 0.41, -0.61], [-0.43, -1.80, 1.51], [0.89, -0.52, -1.61], [1.34, -1.21, 0.36], [-0.88, 2.01, 0.27], [-0.03, -0.50, -0.46], [-0.11, -1.49, -0.74], [-0.06, 1.22, 1.77], [-0.51, -0.10, -0.30], [-0.07, 1.12, 0.10], [-0.80, -0.37, 0.84], [-0.36, 0.13, -0.85], [-0.54, 1.60, 0.12], [0.29, -0.04, 0.39], [-0.61, 0.27, 0.20], [-0.60, -0.34, -0.27], [0.79, -0.96, 0.34], [0.10, 0.60, -1.06]],
  "mulliken_charge": [-1.176, -0.314, -0.246, -0.248, 0.210, -0.350, -0.033, -0.718, 0.290, 0.308, 0.353, 0.325, 0.292, 0.210, 0.294, 0.236, 0.302, 0.263]
}

***

(2)
{
  "formula": "C12H18N2O5S2",
  "method": "ωB97M-V with the def2-TZVPD basis set",
  "smiles": "CC(C)CC(=O)NS(=O)(=O)c1ccc(NS(C)(=O)=O)cc1",
  "orbital_gap_ev": 9.582,
  "total_energy_ev": -47624.008,
  "homo_ev": -9.33,
  "charge": 0,
  "symbols": ["C", "C", "C", "C", "C", "O", "N", "S", "O", "O", "C", "C", "C", "C", "N", "S", "C", "O", "O", "C", "C", "H", "H", "H", "H", "H", "H", "H", "H", "H", "H", "H", "H", "H", "H", "H", "H", "H", "H"],
  "positions_angstrom": [[2.988784, -2.766211, 2.013207], [2.179428, -1.995769, 0.973381], [2.911739, -1.966771, -0.365238], [0.792367, -2.626420, 0.810123], [-0.160204, -1.739071, 0.027903], [0.063566, -0.577368, -0.232416], [-1.321869, -2.355200, -0.317168], [-2.594712, -1.756186, -1.328539], [-2.246131, -2.063221, -2.679021], [-3.762198, -2.365293, -0.768948], [-2.512578, -0.021968, -1.013422], [-1.860857, 0.787930, -1.924085], [-1.554506, 2.084472, -1.571504], [-1.887282, 2.552998, -0.296767], [-1.439236, 3.801263, 0.095050], [0.120993, 4.308238, -0.310862], [1.165582, 2.905572, 0.146021], [0.381426, 5.403202, 0.571294], [0.196625, 4.526762, -1.718860], [-2.626837, 1.748237, 0.573050], [-2.931465, 0.449932, 0.214059], [3.971684, -2.317952, 2.133297], [2.489876, -2.759033, 2.979789], [3.121595, -3.800180, 1.701581], [2.041413, -0.965268, 1.315715], [2.336018, -1.407233, -1.097135], [3.883031, -1.490991, -0.254729], [3.065344, -2.977518, -0.738345], [0.875866, -3.592181, 0.307287], [0.343230, -2.797266, 1.792637], [-1.462108, -3.317947, -0.053691], [-1.574564, 0.373474, -2.876678], [-1.023158, 2.738264, -2.243301], [-1.700026, 4.100502, 1.021979], [2.133998, 3.073597, -0.307026], [0.730857, 1.982717, -0.221075], [1.247432, 2.901395, 1.224705], [-2.920958, 2.132812, 1.538349], [-3.462163, -0.212321, 0.879386]],
  "forces_ev_per_a": [[-0.18, 0.20, -0.12], [-0.04, -0.18, -0.06], [-0.17, 0.16, 0.18], [0.23, 0.38, 0.08], [0.40, 0.15, 0.15], [0.36, 0.12, 0.01], [-1.13, 0.09, -0.59], [0.48, -0.42, 0.45], [0.15, 0.43, -0.06], [-0.06, 0.22, 0.20], [-0.11, -0.64, -0.26], [-0.02, 0.02, -0.01], [-0.20, -0.12, 0.00], [-0.19, -0.79, -0.47], [0.67, 0.65, 0.00], [0.07, -0.06, 0.54], [-0.47, 0.58, -0.23], [-0.03, -0.08, 0.25], [-0.03, -0.32, -0.16], [0.07, 0.08, -0.07], [-0.08, 0.07, 0.06], [0.13, 0.01, 0.04], [-0.02, -0.04, 0.14], [0.05, -0.16, -0.01], [-0.02, -0.07, -0.01], [0.02, 0.05, -0.14], [0.13, 0.03, -0.04], [0.05, -0.15, -0.05], [-0.02, -0.10, 0.03], [-0.05, -0.08, 0.01], [-0.10, -0.09, 0.01], [0.11, 0.03, -0.13], [-0.04, -0.04, -0.15], [0.10, 0.11, 0.11], [0.14, 0.10, -0.11], [-0.05, -0.14, -0.07], [-0.04, 0.00, 0.19], [-0.03, 0.01, 0.12], [-0.06, -0.01, 0.17]],
  "mulliken_charge": [-1.597, 0.892, -1.469, -1.033, 0.644, -0.552, -0.322, 1.395, -0.687, -0.704, -0.336, -0.161, -0.347, 0.322, -0.300, 1.079, -0.571, -0.649, -0.622, -0.811, -0.633, 0.407, 0.402, 0.336, 0.127, 0.359, 0.384, 0.350, 0.445, 0.374, 0.258, 0.498, 0.601, 0.291, 0.447, 0.066, 0.309, 0.344, 0.466]
}

***

(3)
{
  "formula": "C50H48NO5",
  "method": "ωB97M-V with the def2-TZVPD basis set",
  "orbital_gap_ev": 6.529,
  "total_energy_ev": -64350.293,
  "homo_ev": -5.44,
  "charge": -1,
  "symbols": ["C", "C", "N", "C", "C", "C", "C", "O", "O", "C", "O", "O", "C", "O", "H", "H", "H", "H", "H", "H", "C", "C", "C", "C", "C", "C", "H", "H", "H", "H", "H", "H", "C", "C", "C", "C", "C", "C", "H", "H", "H", "H", "H", "H", "C", "C", "C", "C", "C", "C", "H", "H", "H", "H", "H", "H", "C", "C", "C", "C", "C", "C", "H", "H", "H", "H", "H", "H", "C", "C", "C", "C", "C", "C", "H", "H", "H", "H", "H", "H", "C", "C", "C", "C", "C", "C", "H", "H", "H", "H", "H", "H", "C", "C", "C", "C", "C", "C", "H", "H", "H", "H", "H", "H"],
  "positions_angstrom": [[6.277536, -2.438826, 3.495708], [5.864263, -0.967447, 2.895573], [6.916393, -0.205349, 2.372232], [4.335625, -0.322928, 2.907813], [3.175105, -1.493153, 2.934665], [1.937960, -1.634865, 3.767292], [1.454816, -0.526059, 4.904911], [1.006539, -0.909399, 6.120880], [1.500335, 0.941557, 4.660859], [1.173998, -3.057093, 3.389308], [0.020199, -3.575157, 3.818828], [1.957908, -3.797851, 2.388489], [3.050924, -2.877569, 2.021280], [4.005294, -2.952899, 1.089869], [5.459992, -3.268466, 3.383870], [7.250481, -2.776855, 2.900344], [6.533815, -2.318280, 4.644228], [6.566718, 0.722014, 2.045625], [4.168121, 0.415442, 1.988889], [4.237161, 0.373492, 3.871859], [-0.765177, -1.916992, -2.736195], [0.109466, -2.983833, -2.940192], [0.698680, -3.622007, -1.849151], [0.405195, -3.199189, -0.552383], [-0.472404, -2.134737, -0.348305], [-1.054393, -1.490564, -1.439761], [-1.221534, -1.417677, -3.586881], [0.332755, -3.317675, -3.950429], [1.385350, -4.448895, -2.008695], [0.860471, -3.699562, 0.298183], [-0.702269, -1.806420, 0.662398], [-1.733750, -0.657781, -1.280594], [-3.090411, -2.869517, -5.713705], [-3.131981, -1.547738, -6.156353], [-3.470595, -1.264823, -7.479270], [-3.777571, -2.304290, -8.357786], [-3.739642, -3.625864, -7.914066], [-3.391958, -3.909299, -6.593564], [-2.823144, -3.089813, -4.683520], [-2.899461, -0.737422, -5.469906], [-3.496357, -0.235221, -7.825634], [-4.046246, -2.083717, -9.387482], [-3.980485, -4.435698, -8.598400], [-3.357146, -4.939318, -6.249707], [2.269224, 0.975263, 8.500120], [2.451391, 2.177945, 9.182130], [3.131589, 2.194139, 10.399454], [3.638729, 1.007788, 10.930394], [3.459796, -0.194338, 10.246464], [2.771474, -0.211872, 9.033678], [1.736086, 0.962537, 7.553101], [2.062173, 3.103343, 8.764955], [3.267515, 3.130405, 10.933910], [4.173103, 1.020938, 11.876642], [3.856495, -1.118525, 10.659574], [2.627471, -1.149393, 8.503864], [8.926103, 2.455199, -2.040091], [8.484698, 1.941497, -0.821059], [7.908100, 0.672921, -0.765744], [7.781830, -0.086685, -1.929174], [8.226699, 0.425569, -3.147605], [8.794825, 1.697950, -3.204380], [9.372308, 3.445286, -2.083351], [8.589404, 2.530684, 0.086565], [7.558145, 0.275663, 0.183166], [7.336978, -1.077296, -1.885474], [8.129703, -0.167190, -4.053904], [9.136252, 2.098918, -4.154664], [-7.997549, -1.115928, -6.173388], [-8.912607, -0.128587, -5.809253], [-8.462263, 1.075689, -5.269143], [-7.094848, 1.296653, -5.102212], [-6.179615, 0.310722, -5.469873], [-6.630506, -0.897240, -6.001353], [-8.349090, -2.055696, -6.591119], [-9.977738, -0.298145, -5.945757], [-9.175865, 1.842151, -4.979279], [-6.743443, 2.237018, -4.685869], [-5.113938, 0.483732, -5.341227], [-5.917493, -1.667263, -6.282536], [7.456518, 3.514254, 5.824953], [7.315752, 2.512997, 4.864518], [6.485479, 1.420150, 5.111784], [5.787595, 1.333507, 6.316760], [5.925490, 2.336711, 7.275641], [6.763019, 3.424920, 7.032143], [8.106335, 4.364103, 5.633282], [7.854253, 2.584038, 3.922787], [6.381228, 0.636804, 4.365986], [5.136710, 0.484372, 6.507627], [5.380289, 2.269842, 8.213955], [6.874477, 4.203507, 7.781654], [-12.202875, 2.743677, -5.912051], [-12.398352, 1.858713, -4.852149], [-13.369644, 2.127545, -3.888235], [-14.152971, 3.277585, -3.989838], [-13.959996, 4.160625, -5.051858], [-12.982335, 3.896475, -6.010685], [-11.443477, 2.535555, -6.661213], [-11.792605, 0.959111, -4.776828], [-13.517137, 1.441215, -3.058831], [-14.913287, 3.484768, -3.241435], [-14.571643, 5.055976, -5.131773], [-12.828534, 4.587438, -6.834883]],
  "forces_ev_per_a": [[0.30, 0.57, -0.23], [2.73, 2.18, -2.21], [-4.64, -3.19, 2.11], [-0.15, -0.72, 0.27], [-5.07, -2.40, 2.22], [2.86, 0.84, -1.70], [-2.16, 4.84, 4.46], [2.54, 0.42, -6.40], [0.56, -7.97, -0.19], [-4.79, -1.41, 2.26], [8.02, 3.53, -3.04], [1.58, 3.67, 0.50], [5.66, 2.50, -2.80], [-6.46, -1.17, 5.04], [1.46, 1.87, 0.13], [-2.15, 0.84, 1.42], [-0.51, -0.19, -2.37], [-0.15, -0.83, 0.37], [0.46, -1.91, 1.84], [-0.16, -1.77, -1.93], [0.05, -0.08, 0.19], [-0.02, 0.03, 0.13], [-0.16, 0.16, 0.03], [-0.04, 0.04, -0.14], [0.04, -0.04, -0.13], [0.11, -0.15, -0.06], [0.08, -0.05, 0.09], [-0.02, 0.06, 0.12], [-0.09, 0.12, 0.04], [-0.12, 0.08, -0.19], [0.04, -0.05, -0.14], [0.09, -0.11, -0.01], [-0.05, 0.02, -0.11], [0.02, -0.15, -0.15], [0.06, -0.18, 0.02], [0.05, 0.00, 0.18], [0.02, 0.12, 0.10], [-0.03, 0.20, -0.06], [-0.03, 0.03, -0.14], [-0.01, -0.12, -0.09], [-0.02, -0.13, 0.05], [0.04, -0.03, 0.15], [0.04, 0.12, 0.10], [-0.01, 0.14, -0.03], [-0.03, 0.09, -0.06], [0.11, -0.19, 0.16], [0.01, -0.15, -0.06], [-0.06, 0.04, -0.11], [-0.05, 0.17, -0.07], [0.09, 0.12, 0.12], [0.07, -0.13, 0.02], [0.05, -0.15, 0.03], [0.00, -0.10, -0.04], [-0.06, 0.00, -0.10], [-0.05, 0.12, -0.04], [-0.06, 0.19, -0.03], [-0.06, -0.16, -0.02], [-0.03, -0.10, -0.19], [0.01, 0.04, -0.12], [0.09, 0.20, -0.02], [0.01, 0.08, 0.14], [-0.04, -0.06, 0.19], [-0.06, -0.13, 0.00], [-0.02, -0.09, -0.12], [0.14, -0.02, -0.20], [0.05, 0.15, 0.02], [0.01, 0.09, 0.13], [-0.04, -0.05, 0.11], [0.07, 0.19, 0.08], [0.18, 0.04, 0.03], [0.12, -0.11, -0.06], [-0.07, -0.16, -0.08], [-0.19, -0.02, -0.02], [-0.15, 0.06, 0.03], [0.06, 0.13, 0.06], [0.14, 0.01, 0.02], [0.08, -0.08, -0.03], [-0.05, -0.14, -0.05], [-0.18, -0.05, -0.01], [-0.10, 0.11, 0.04], [-0.10, -0.13, 0.02], [-0.09, 0.00, 0.16], [-0.08, 0.12, 0.27], [0.17, 0.19, -0.04], [0.07, 0.00, -0.03], [-0.02, -0.18, -0.18], [-0.08, -0.10, 0.02], [-0.05, -0.04, 0.11], [0.20, 0.43, 0.43], [0.02, 0.14, 0.01], [0.03, -0.02, -0.14], [-0.03, -0.09, -0.09], [-0.13, 0.05, 0.11], [-0.09, 0.14, -0.01], [0.00, 0.13, -0.14], [0.15, -0.06, -0.13], [0.09, -0.13, 0.01], [-0.03, -0.14, 0.15], [-0.09, 0.02, 0.10], [-0.08, 0.14, 0.01], [0.02, 0.09, -0.12], [0.11, -0.03, -0.11], [0.10, -0.13, 0.02], [-0.02, -0.10, 0.11]],
  "mulliken_charge": [-0.903, 0.445, -0.794, 0.075, 0.104, 0.262, 0.324, -0.655, -0.699, 0.353, -0.568, -0.286, 0.407, -0.591, 0.224, 0.271, 0.253, 0.305, 0.302, 0.205, -0.212, -0.446, -0.612, -0.224, -0.418, -0.515, 0.437, 0.378, 0.363, 0.441, 0.423, 0.357, -0.238, -0.398, -0.381, -0.358, -0.352, -0.574, 0.475, 0.394, 0.338, 0.364, 0.373, 0.368, -0.213, -0.595, -0.350, -0.360, -0.413, -0.334, 0.370, 0.373, 0.356, 0.348, 0.362, 0.430, -0.372, -0.376, -0.101, -0.589, -0.329, -0.418, 0.350, 0.385, 0.400, 0.390, 0.351, 0.340, -0.799, -0.104, -0.181, -0.624, -0.202, 0.207, 0.347, 0.318, 0.281, 0.359, 0.246, 0.151, -0.327, -0.635, 0.121, -0.524, -0.091, -0.570, 0.354, 0.437, 0.117, 0.469, 0.275, 0.360, -0.232, -0.089, -0.583, -0.314, -0.387, -0.388, 0.370, 0.210, 0.356, 0.352, 0.343, 0.356]
}